1.
This record from the Open Molecules 2025 dataset describes 5 unconnected molecules or ions with the total composition H10O5. The level of theory is ωB97M-V/def2-TZVPD.

```
15
Properties=species:S:1:pos:R:3:forces:R:3
O 2.46882 1.18684 2.71365 -0.1 0.2 0.1
H 2.68290 0.45331 3.29014 0.1 -0.1 0.2
H 2.71193 0.88350 1.83893 0.0 0.0 -0.3
O -0.41619 -0.06535 1.79253 -0.1 -0.1 -0.3
H -0.24283 -0.38134 2.67928 0.2 -0.1 0.2
H -0.87444 0.76544 1.91911 -0.1 0.3 0.1
O 0.75594 0.03714 -0.83769 0.1 0.1 -0.4
H 1.40227 -0.65955 -0.72322 0.1 -0.2 -0.1
H 0.42605 0.20583 0.04489 -0.2 -0.1 0.6
O -2.84384 -1.31058 -1.43201 -0.2 0.0 -0.1
H -2.09770 -0.82589 -1.07905 0.2 0.1 0.0
H -2.92867 -2.07190 -0.85806 0.0 -0.2 0.1
O -0.69381 0.74048 -3.22397 -0.4 0.2 -0.4
H -0.43047 0.43948 -2.35433 0.4 -0.1 0.3
H 0.08004 0.60257 -3.77019 0.1 0.0 -0.1
```
Positions in Å, forces in eV/Å.

SMILES string   O.O.O.O.O
ΔE to the lowest compared entry with this formula, charge and spin   1.141 eV

Atomic charges from the Mulliken analysis, expressed in e, are listed below: -0.619 0.313 0.310 -0.649 0.287 0.328 -0.657 0.297 0.357 -0.618 0.316 0.303 -0.621 0.364 0.288

2.
This record from the Open Molecules 2025 dataset describes 12 unconnected molecules or ions with the total composition C42H58F2O36 in a non-equilibrium geometry. The level of theory is ωB97M-V/def2-TZVPD.

```
138
Properties=species:S:1:pos:R:3:forces:R:3
C 0.01917 -1.29639 -7.38645 0.2 1.1 1.0
C -0.16233 -0.96411 -8.80411 -0.5 -1.1 -2.2
O 1.18166 -0.99672 -9.32333 -0.9 0.3 -0.9
C 1.99150 -0.57064 -8.37755 1.9 0.6 0.7
O 3.11643 -0.14508 -8.59883 -2.6 -1.0 1.4
O 1.31242 -0.70870 -7.15242 1.6 0.2 -0.5
H -0.02814 -2.35858 -7.14644 0.3 0.1 0.0
H -0.67771 -0.71021 -6.78741 -0.1 -0.4 0.2
H -0.64161 -0.00396 -8.99520 0.3 0.2 0.1
H -0.68816 -1.72434 -9.38174 -0.2 0.1 0.2
C 2.49400 -4.03384 5.19224 0.2 0.8 1.5
C 1.90024 -2.81910 4.49926 -0.5 -0.7 1.2
O 2.30021 -3.00773 3.17159 0.7 -0.7 -1.9
C 3.19669 -4.06980 3.07034 0.9 0.3 -3.7
O 3.76378 -4.50644 2.05242 -2.3 1.9 2.9
O 3.40992 -4.52920 4.25715 0.8 -2.0 1.4
H 1.69183 -4.71543 5.47516 0.3 -0.6 -0.4
H 3.04523 -3.79751 6.10240 0.0 0.0 -0.1
H 2.23395 -1.86926 4.91704 0.0 0.0 -0.3
H 0.83356 -2.99144 4.64273 -0.2 0.9 -0.6
C -0.27923 1.23762 -1.43668 -0.1 -0.1 0.3
C -0.40903 0.58922 -0.04916 -1.5 -1.2 -1.9
O 0.25751 1.45749 0.78050 0.9 1.5 0.8
C 0.27372 2.71374 0.20656 -0.1 -2.0 -1.1
O 0.66302 3.68536 0.72929 0.2 1.1 0.6
O -0.16345 2.61459 -1.08498 0.1 0.5 0.5
H -1.14530 1.10606 -2.08529 0.0 0.0 0.2
H 0.62446 0.93310 -1.96463 0.1 0.0 0.0
H -0.04877 -0.43906 -0.07986 0.5 0.2 0.5
H -1.45681 0.53008 0.24539 -0.2 0.1 0.1
C -2.74303 2.52841 4.65766 -0.9 1.6 -0.6
C -2.14378 3.70940 5.39851 -0.3 0.6 -0.3
O -1.48346 3.07379 6.47969 0.7 1.0 0.4
C -1.35681 1.78408 6.22375 2.0 -2.0 3.6
O -0.77679 0.99932 6.97483 -1.1 1.6 -1.9
O -1.97383 1.46822 5.12936 -0.7 -2.0 -1.5
H -2.60079 2.62682 3.58148 -0.2 -0.1 0.1
H -3.80499 2.49075 4.90042 0.0 -0.8 0.0
H -2.82980 4.41274 5.87052 -0.2 -0.1 -0.5
H -1.50066 4.22040 4.68200 0.6 0.3 0.6
C 3.76088 2.15581 4.42085 -0.2 -0.5 -0.4
C 4.11867 3.38812 5.20134 0.7 0.5 -2.1
C 3.00613 4.45931 5.24459 0.3 -1.0 -0.9
O 2.83405 4.63640 6.62617 0.0 1.3 0.7
C 3.76722 3.97085 7.29756 -0.2 -2.9 5.2
O 3.87008 3.84002 8.53445 -0.4 1.6 -3.8
O 4.43662 3.12085 6.50731 -0.3 0.0 1.9
H 2.70794 1.87403 4.42349 -0.2 0.4 0.3
H 4.27333 1.27400 4.80541 0.4 0.2 -0.2
H 4.01031 2.33652 3.37527 0.1 -0.2 0.0
H 5.08164 3.78792 4.88361 -0.3 0.3 -1.2
H 2.08823 4.05082 4.82187 -0.1 0.1 0.1
H 3.26834 5.36409 4.69622 0.0 0.2 0.4
C -7.38953 -5.27312 -1.06328 0.2 0.1 -0.3
C -5.97863 -5.40228 -1.72872 -2.7 0.5 0.8
C -6.03894 -5.33331 -3.27387 0.3 -0.1 0.8
O -5.01541 -4.39211 -3.55974 1.2 1.5 0.8
C -4.64005 -3.70398 -2.39255 0.8 0.7 -0.1
O -3.84464 -2.80167 -2.24403 -1.2 -1.4 -1.5
O -5.29872 -4.19112 -1.34332 -0.1 -1.1 -0.4
H -8.03306 -6.14203 -1.20106 0.3 -0.3 0.1
H -7.96793 -4.44390 -1.47063 0.3 0.2 -0.5
H -7.32112 -5.00256 -0.00961 0.3 -0.5 0.1
H -5.47609 -6.27986 -1.32204 0.3 0.2 -0.2
H -6.99380 -4.96682 -3.65076 0.0 0.2 0.2
H -5.82704 -6.27570 -3.77895 0.2 0.0 0.2
C -5.73868 1.99805 -1.51328 -0.3 0.0 1.0
C -5.03162 3.25263 -1.18174 2.3 -0.2 -4.0
C -5.52447 4.58060 -1.60309 -1.9 -0.5 -2.2
O -4.91323 5.42480 -0.71906 0.0 2.6 -0.2
C -4.69853 4.77105 0.37590 1.9 1.5 4.9
O -4.43170 5.32464 1.45835 -0.8 -2.3 -3.0
O -4.71904 3.45203 0.11847 -0.1 -0.2 3.8
H -6.74888 2.11876 -1.12210 -0.3 -0.7 -0.3
H -5.16994 1.25238 -0.95774 -0.5 -0.4 0.0
H -5.67369 1.74442 -2.57136 -0.3 0.3 0.1
H -4.09335 3.19537 -1.73354 0.7 -0.3 0.1
H -6.60669 4.58985 -1.47333 -0.3 0.5 -0.2
H -5.21971 4.86551 -2.61008 -0.4 -0.2 0.0
C 1.08455 -4.50301 -1.95480 1.1 -0.7 -0.3
C 0.94310 -6.01355 -1.65649 0.1 1.9 1.6
C 0.00785 -6.29660 -0.46477 0.1 0.4 -1.1
O -1.05660 -7.01335 -1.13725 -1.4 -0.4 1.1
C -0.88632 -7.11793 -2.47218 -0.6 -1.2 -1.1
O -1.60554 -7.63662 -3.32803 1.5 1.5 2.9
O 0.31245 -6.61527 -2.73210 0.7 -0.4 -2.2
H 1.72967 -4.00920 -1.22811 -0.4 0.0 0.5
H 0.13241 -3.99467 -2.10686 0.0 -0.1 0.3
H 1.67701 -4.39637 -2.86347 -0.2 -0.1 -0.3
H 1.90111 -6.46420 -1.39723 0.2 -0.1 -0.8
H -0.33841 -5.36487 -0.01747 -0.5 -0.1 -0.2
H 0.52782 -6.83747 0.32592 -0.5 -0.7 -0.2
C 5.71707 5.99828 -0.83478 0.1 -0.9 -0.6
C 6.68417 5.06573 -0.04025 -1.8 1.1 -1.0
C 8.15805 5.04431 -0.44760 -1.1 0.3 -0.4
O 8.71617 5.43889 0.75574 4.7 -0.1 0.3
C 7.89825 5.80710 1.70764 2.2 1.9 3.9
O 8.18613 6.29904 2.81036 -0.4 -1.5 -3.1
O 6.72830 5.59541 1.28601 -4.6 -0.7 -0.2
H 5.99577 7.05124 -0.87616 0.6 -0.2 0.1
H 4.66564 6.01241 -0.54773 0.2 -0.4 0.9
H 5.62114 5.59858 -1.84430 0.4 0.1 -0.3
H 6.31510 4.04026 -0.02274 -0.3 0.1 0.2
H 8.44731 5.75208 -1.22445 -0.2 0.1 0.0
H 8.47587 4.05129 -0.76538 0.2 0.0 0.3
C -2.50441 -4.70865 6.93770 -0.9 -0.4 0.5
C -3.45744 -5.13127 5.77541 1.5 1.2 0.5
C -4.72075 -4.34798 5.68742 -1.9 0.4 0.5
O -4.49994 -3.27946 4.78781 1.5 1.0 -0.9
C -3.38539 -3.56620 4.04831 1.0 0.9 -1.7
O -2.93772 -2.96708 3.06085 -1.7 -1.8 3.4
O -2.80729 -4.67561 4.59414 0.7 -0.2 -1.7
H -1.52788 -5.19098 6.89488 -0.2 -0.2 -0.2
H -2.95916 -4.94737 7.89910 -0.1 -0.5 0.1
H -2.32996 -3.64052 7.06724 -0.2 0.2 -0.8
H -3.66500 -6.20117 5.75665 0.4 0.0 -0.2
H -4.99380 -3.99448 6.68170 -0.2 0.3 -0.2
H -5.57944 -4.81472 5.20482 0.1 -0.9 0.6
C 6.23223 -1.14357 -2.26464 -0.8 0.3 1.2
C 5.90759 -1.32492 -3.73727 1.6 1.0 0.6
O 5.23527 -0.15969 -4.07966 -1.7 1.0 0.6
C 4.68401 0.41090 -2.93735 -0.1 3.7 0.9
O 4.02890 1.46242 -2.82336 1.7 -4.0 -1.3
O 5.21670 -0.19036 -1.86079 0.1 0.1 -0.3
F 5.12897 -2.38913 -3.83825 -1.1 -1.4 -0.8
H 7.23090 -0.78493 -2.01535 -0.1 0.3 -0.3
H 5.98750 -1.97584 -1.60469 0.4 -0.5 -0.6
H 6.75333 -1.35128 -4.42438 0.0 -0.5 0.1
C -0.61487 4.41651 -7.08247 -0.1 -0.2 -1.3
C -0.86203 5.26934 -5.86434 1.2 0.9 0.5
O -2.14379 4.95150 -5.40578 1.0 0.7 0.2
C -2.72044 4.24185 -6.34083 -4.6 -4.5 -1.0
O -3.81065 3.66372 -6.20486 2.8 2.3 -0.3
O -1.94246 3.98966 -7.42612 0.1 0.5 1.0
F -0.84721 6.57486 -6.28265 -0.2 0.3 0.1
H 0.06372 3.56542 -7.02532 -0.2 -0.1 0.7
H -0.24997 4.99469 -7.93138 0.0 0.4 0.3
H -0.17134 5.20882 -5.02329 0.0 -0.2 -0.1
```
Positions in Å, forces in eV/Å.

SMILES string   O=C1OC[C@@H](F)O1.O=C1OC[C@@H](F)O1.C[C@H]1COC(=O)O1.C[C@H]1COC(=O)O1.C[C@H]1COC(=O)O1.C[C@H]1COC(=O)O1.C[C@H]1COC(=O)O1.C[C@H]1COC(=O)O1.O=C1OCCO1.O=C1OCCO1.O=C1OCCO1.O=C1OCCO1

Here are the Mulliken charges for atoms 1 to 99, given in e: -0.206 -0.324 -0.334 0.654 -0.553 -0.269 0.265 0.257 0.235 0.274 -0.289 -0.055 -0.240 0.641 -0.610 -0.333 0.174 0.298 0.264 0.148 -0.258 -0.322 -0.223 0.605 -0.523 -0.321 0.291 0.205 0.303 0.241 -0.168 -0.277 -0.356 0.701 -0.616 -0.239 0.229 0.214 0.313 0.198 -1.393 0.575 -0.283 -0.317 0.668 -0.601 -0.384 0.290 0.366 0.352 0.246 0.218 0.264 -1.455 0.463 -0.392 -0.344 0.670 -0.567 -0.317 0.381 0.377 0.337 0.275 0.266 0.307 -1.354 0.663 -0.424 -0.297 0.674 -0.623 -0.344 0.363 0.334 0.350 0.095 0.294 0.272 -1.366 0.464 -0.301 -0.351 0.697 -0.591 -0.377 0.390 0.316 0.368 0.260 0.223 0.269 -1.392 0.397 -0.303 -0.366 0.753 -0.621 -0.338

3.
This record from the Open Molecules 2025 dataset describes C4H5N3 in the gas phase. The level of theory is ωB97M-V/def2-TZVPD.

```
12
Properties=species:S:1:pos:R:3:forces:R:3
N -2.24988 -1.78516 -0.52399 0.5 0.4 0.1
C -1.46848 -0.88301 -0.19250 0.0 -0.1 -0.1
C -0.47597 -0.07615 0.04035 -0.2 -0.1 -0.1
C 0.24092 0.83080 -0.94879 -0.1 0.1 -0.2
N 1.47621 1.20813 -0.25358 0.0 -0.1 0.4
C 1.42412 0.69128 0.91006 0.2 0.2 -0.1
N 0.34447 -0.12345 1.19673 0.0 0.1 0.1
H -1.58741 -2.46447 -0.91694 -0.6 -0.7 -0.2
H 0.46519 0.29309 -1.87893 0.0 0.1 0.2
H -0.32729 1.72832 -1.21999 0.1 -0.1 0.1
H 2.19313 0.82137 1.66481 0.0 0.0 -0.1
H -0.03501 -0.24073 2.12278 0.1 0.1 -0.1
```
Positions in Å, forces in eV/Å.

SMILES string   N=C=C1CN=CN1
ΔE to the lowest compared entry with this formula, charge and spin   2.644 eV

Atomic charges from the Mulliken analysis, expressed in e, are listed below: -0.627 0.406 -0.085 -0.276 -0.509 -0.109 -0.220 0.274 0.252 0.242 0.387 0.266

4.
This record from the Open Molecules 2025 dataset describes 2 unconnected molecules or ions with the total composition C2H7N3O2 in a non-equilibrium geometry. The level of theory is ωB97M-V/def2-TZVPD.

```
14
Properties=species:S:1:pos:R:3:forces:R:3
C -2.17677 -1.26638 0.32990 1.2 0.6 1.6
C -1.23799 -0.79023 1.39768 -2.8 2.3 -2.0
N -0.31782 -1.54749 1.78146 3.3 -2.3 1.2
N 1.48158 0.31402 -0.50128 0.2 0.9 -4.2
N 1.50818 1.23354 -1.64473 -0.1 -1.2 4.1
O -2.29071 -0.71993 -0.73522 -0.6 0.6 -1.5
O -2.86552 -2.34548 0.68346 -0.7 -1.2 0.1
H -1.40687 0.24979 1.70574 0.1 0.0 -0.2
H 0.33373 -1.15826 2.45842 -0.3 0.0 0.2
H 0.66465 -0.27689 -0.64904 -1.1 0.0 0.8
H 2.29101 -0.29373 -0.62670 0.6 0.2 0.7
H 2.23081 1.91941 -1.42818 0.5 -0.1 -0.5
H 0.61831 1.73235 -1.62036 -0.6 -0.1 -0.4
H -3.43264 -2.64067 -0.05044 0.3 0.3 0.1
```
Positions in Å, forces in eV/Å.

⟨S²⟩   2.01
Spin multiplicity   3
ΔE to the lowest compared entry with this formula, charge and spin   2.762 eV

Atomic charges from the Mulliken analysis, expressed in e, are listed below: 0.472 -0.354 -0.659 -0.286 -0.708 -0.548 -0.462 0.425 0.232 0.257 0.410 0.441 0.440 0.341

E across the listed records, respectively: -10399.70823 -123636.39827 -8697.16849 -10745.78250 eV.